{
  "formula": "C22H66CrO15S",
  "method": "wB97M-V/def2-TZVPD",
  "elements": ["Cr", "S", "O", "O", "O", "O", "C", "C", "O", "H", "H", "H", "H", "H", "H", "C", "C", "O", "H", "H", "H", "H", "H", "H", "C", "C", "O", "H", "H", "H", "H", "H", "H", "C", "C", "O", "H", "H", "H", "H", "H", "H", "C", "C", "O", "H", "H", "H", "H", "H", "H", "C", "C", "O", "H", "H", "H", "H", "H", "H", "C", "C", "O", "H", "H", "H", "H", "H", "H", "C", "C", "O", "H", "H", "H", "H", "H", "H", "C", "C", "O", "H", "H", "H", "H", "H", "H", "C", "C", "O", "H", "H", "H", "H", "H", "H", "C", "C", "O", "H", "H", "H", "H", "H", "H"],
  "xyz": [[-12.117, 6.241, 29.701], [-9.831, 6.569, 30.994], [-8.598, 6.291, 30.300], [-10.619, 5.351, 30.883], [-9.692, 6.953, 32.375], [-10.610, 7.524, 30.247], [-9.276, 2.308, 33.305], [-10.188, 3.437, 33.648], [-11.297, 3.614, 32.795], [-8.503, 2.062, 34.033], [-8.850, 2.401, 32.306], [-9.844, 1.378, 33.277], [-9.631, 4.356, 33.831], [-10.571, 3.209, 34.642], [-11.061, 4.116, 32.011], [-13.426, 9.185, 26.796], [-13.055, 8.911, 28.239], [-13.381, 7.583, 28.440], [-13.120, 10.170, 26.444], [-14.511, 9.207, 26.690], [-13.010, 8.464, 26.092], [-13.592, 9.557, 28.933], [-11.997, 9.148, 28.355], [-14.294, 7.491, 28.158], [-6.728, 4.889, 26.372], [-7.059, 5.088, 27.868], [-8.443, 5.084, 28.098], [-5.672, 5.058, 26.163], [-7.263, 5.626, 25.773], [-6.935, 3.843, 26.147], [-6.707, 6.060, 28.211], [-6.593, 4.263, 28.407], [-8.540, 5.536, 28.939], [-12.214, 6.165, 36.272], [-11.254, 6.896, 35.285], [-11.760, 6.835, 33.960], [-12.213, 5.083, 36.135], [-13.239, 6.489, 36.089], [-11.991, 6.409, 37.311], [-10.276, 6.415, 35.242], [-10.992, 7.923, 35.542], [-10.973, 7.000, 33.436], [-12.350, 2.383, 29.865], [-12.980, 3.360, 28.832], [-13.405, 4.567, 29.441], [-13.050, 2.336, 30.700], [-11.357, 2.639, 30.232], [-12.238, 1.384, 29.444], [-13.866, 2.899, 28.396], [-12.332, 3.570, 27.981], [-14.078, 4.326, 30.082], [-10.380, 7.107, 26.222], [-11.321, 6.008, 26.703], [-10.958, 5.674, 28.003], [-10.549, 7.954, 26.887], [-10.692, 7.367, 25.210], [-9.338, 6.789, 26.184], [-11.197, 5.130, 26.070], [-12.365, 6.316, 26.638], [-10.073, 5.331, 27.859], [-14.120, 8.678, 32.476], [-14.378, 7.329, 31.831], [-13.154, 6.723, 31.559], [-15.098, 9.076, 32.745], [-13.588, 9.380, 31.833], [-13.549, 8.471, 33.381], [-14.888, 7.442, 30.874], [-14.960, 6.720, 32.524], [-12.756, 6.612, 32.425], [-5.692, 4.223, 33.395], [-6.624, 5.194, 32.719], [-6.846, 4.713, 31.429], [-5.956, 3.192, 33.159], [-5.799, 4.265, 34.479], [-4.663, 4.351, 33.060], [-6.164, 6.178, 32.622], [-7.519, 5.278, 33.334], [-7.627, 5.121, 31.047], [-10.821, 10.304, 32.598], [-10.096, 10.650, 31.260], [-10.687, 9.994, 30.212], [-10.786, 9.222, 32.721], [-11.857, 10.642, 32.615], [-10.239, 10.712, 33.426], [-9.010, 10.590, 31.332], [-10.355, 11.677, 31.005], [-10.603, 9.043, 30.309], [-6.549, 9.670, 34.686], [-7.230, 8.959, 33.493], [-8.145, 7.996, 33.973], [-5.885, 8.945, 35.156], [-7.275, 9.905, 35.464], [-5.969, 10.554, 34.423], [-6.461, 8.587, 32.816], [-7.733, 9.744, 32.928], [-8.677, 7.646, 33.254], [-5.937, 9.577, 28.544], [-7.014, 9.012, 29.500], [-6.494, 7.897, 30.215], [-5.741, 8.877, 27.732], [-5.003, 9.820, 29.051], [-6.259, 10.537, 28.140], [-7.943, 8.643, 29.064], [-7.322, 9.827, 30.155], [-7.217, 7.274, 30.314]],
  "largest_force_ev_per_a": 3.3,
  "gap_ha": [0.306, 0.135],
  "homo_energy_ha": [-0.3828, -0.4398],
  "s2": 8.76,
  "spin_multiplicity": 6,
  "e_lumo_ev": [-2.102, -8.303],
  "charge": 1,
  "e_tot_ev": -93844.77042
}